Record 1
# C3H30N2O14

A 13-piece molecular cluster, C3H30N2O14 overall in a non-equilibrium geometry (ωB97M-V/def2-TZVPD, the OMol25 dataset).

Geometry as XYZ:
```
49
Properties=species:S:1:pos:R:3
O -0.20833 1.29388 -2.05354
C -0.54987 0.34241 -1.37377
N -1.02799 -0.74498 -2.09775
C -1.21084 -2.05779 -1.66470
O -1.52237 -2.87306 -2.49987
C -0.64648 0.32569 0.15810
N -0.72200 1.66484 0.67369
H -1.10411 -0.51508 -3.07173
H -1.21154 -2.22911 -0.57852
H -1.53525 -0.17215 0.52579
H 0.26489 -0.16382 0.51035
H -1.60597 2.13106 0.76754
H 0.03649 2.26692 0.40456
H 1.62940 -3.54790 -3.48405
H 1.89532 -2.83016 -2.07062
O 1.76222 -2.73562 -3.00104
H -1.41335 -0.98457 3.10205
H -0.50202 -2.18077 3.54637
O -1.35858 -1.73812 3.68632
H 3.47827 -2.11953 2.46376
H 3.21855 -1.06921 3.47350
O 2.78808 -1.49596 2.72289
H -3.44911 0.54374 -2.40660
H -4.04424 -0.57309 -1.72573
O -3.80912 -0.32238 -2.62007
H 3.40796 1.59022 1.90046
H 2.08135 1.22968 2.67227
O 2.57062 1.11271 1.83996
H 4.33252 -0.29563 -0.17456
H 3.06351 -0.28591 0.57176
O 3.95457 -0.67194 0.63649
H -3.21586 -2.81520 0.90167
H -2.17445 -2.47925 2.00526
O -2.36578 -2.39618 1.05653
H 0.61274 -4.04547 2.73342
H 1.65541 -2.94960 2.78604
O 0.87721 -3.28458 3.27032
H 0.97821 2.56724 4.07385
H 2.25827 3.40058 3.66357
O 1.93743 2.62654 4.15547
H -3.02910 3.16240 -1.07514
H -4.19877 2.93643 -0.18104
O -3.24748 2.81876 -0.20513
H 2.07958 2.72260 -1.99630
H 1.03374 3.48598 -0.98891
O 1.71326 3.54343 -1.67398
H 0.26323 4.33789 -3.09418
H -0.49364 3.06100 -3.31616
O -0.48045 3.98113 -3.60222
```

Computed properties:
gap between HOMO and LUMO: 9.3 eV
E: -1295.15797 a.u.
E_HOMO: -9.4 eV
multiplicity: 1

These are the Löwdin partial charges, in e, on atoms 1 to 4: atom 1 (O): 0.05, atom 2 (C): -0.40, atom 3 (N): 0.13, atom 4 (C): -0.31

Record 2
# C13H22N4O3S2

C13H22N4O3S2 as an isolated structure in a non-equilibrium geometry (ωB97M-V/def2-TZVPD, the OMol25 dataset).

Geometry as XYZ:
```
44
Properties=species:S:1:pos:R:3
C 5.32870 0.34370 -0.53799
H 6.02243 0.80297 -0.03589
H 5.39325 -0.82217 -0.67706
H 5.41916 0.74065 -1.66207
C 4.05061 0.73441 -0.21252
C 3.86323 2.19605 0.16053
H 4.02550 2.75146 -0.69545
H 2.81528 2.25147 0.37410
H 4.56136 2.47332 0.75351
C 3.84096 -0.01876 1.33453
C 3.73424 -1.74031 1.28875
O 4.69982 -2.49634 1.30313
N 2.51197 -1.88858 0.66490
C 1.24786 -1.45624 0.70569
N 1.09673 -0.14711 0.66185
N -0.12712 0.27114 0.67897
C -0.95440 -0.58128 0.23030
S -0.12073 -2.23293 0.25294
S -2.84993 -0.77240 -0.13530
O -3.31858 -0.91431 1.32654
O -2.91299 -1.64239 -1.22008
N -3.00223 0.75850 -0.39869
C -3.22129 1.77150 0.49814
H -2.64382 1.48262 1.48865
C -2.63471 2.98873 -0.17647
H -2.72380 3.83526 0.88718
H -3.23626 3.86634 -0.77878
C -1.26682 3.00908 -0.53597
H -0.55913 2.43493 0.09078
C -1.17556 2.97251 -1.99576
C -1.59216 1.37900 -2.46931
C -2.92199 1.09376 -2.12127
H -3.31921 0.17210 -2.48340
H -3.62742 2.01180 -2.30262
H -0.80836 0.82972 -2.03468
H -1.60717 1.23988 -3.45524
H -0.13436 3.02767 -2.56540
H -1.82442 3.68818 -2.29619
H -0.70315 4.07956 -0.31604
H -4.18385 1.86699 0.81724
H 2.38028 -2.89966 0.81598
H 4.84585 0.10712 2.22833
H 3.08482 0.35844 1.89438
H 3.32209 0.34039 -0.68634
```

Computed properties:
gap between HOMO and LUMO: 9.5 eV
E: -1749.21268 a.u.
E_HOMO: -9.3 eV
multiplicity: 1

These are the Löwdin partial charges, in e, on atoms 1 to 4: atom 1 (C): -0.12, atom 2 (H): 0.03, atom 3 (H): 0.14, atom 4 (H): 0.14

Record 3
# C8H19CaNO4S3

C8H19CaNO4S3 as an isolated structure in a non-equilibrium geometry (ωB97M-V/def2-TZVPD, the OMol25 dataset).

Geometry as XYZ:
```
36
Properties=species:S:1:pos:R:3
Ca 0.00000 0.00000 0.00000
S -0.29210 -2.36510 -0.48570
S -0.33760 2.38070 -0.38840
C 0.83020 -3.42320 0.48010
C 0.47300 -2.41050 -2.16620
C 1.29130 -1.17580 -2.46740
N 0.49280 0.03070 -2.18560
C 1.16570 1.30410 -2.49530
C 0.26250 2.45910 -2.13010
H -0.35640 -2.51090 -2.86390
H 1.07270 -3.31210 -2.24760
H 1.61730 -1.20690 -3.51160
H 2.18090 -1.13590 -1.84460
H 1.42790 1.37080 -3.55550
H 2.09110 1.33870 -1.92710
H -0.63550 2.46390 -2.74540
H 0.75870 3.41350 -2.27960
C 0.90850 3.38290 0.48200
H -0.35100 -0.01670 -2.75280
H 1.90400 2.97380 0.35780
H 0.63700 3.37050 1.53110
H 0.85700 4.40150 0.11210
H 0.48350 -3.38500 1.50640
H 1.85280 -3.06710 0.42840
H 0.75490 -4.44120 0.11290
C -3.33020 -0.05870 -0.21590
C -3.03280 -0.08790 -1.50540
H -3.50280 0.87190 0.30970
H -3.41450 -0.96410 0.37160
H -2.94860 0.81750 -2.09290
H -2.86030 -1.01850 -2.03110
O 0.30760 -1.25500 3.27220
S 0.21420 -0.02780 2.35410
O 0.28550 1.18990 3.28660
O 1.63520 -0.00660 1.24160
O -1.38200 -0.03550 1.51250
```

Computed properties:
gap between HOMO and LUMO: 8.6 eV
E: -2544.00200 a.u.
E_HOMO: -8.8 eV
multiplicity: 1

These are the Löwdin partial charges, in e, on atoms 1 to 4: atom 1 (Ca): 0.82, atom 2 (S): 0.80, atom 3 (S): 0.80, atom 4 (C): -0.32

Record 4
# C20H24N2O3S

C20H24N2O3S in the gas phase in a non-equilibrium geometry (ωB97M-V/def2-TZVPD, the OMol25 dataset).

Geometry as XYZ:
```
50
Properties=species:S:1:pos:R:3
C -1.05879 4.41735 2.87954
C -0.19006 4.26556 1.66691
C -0.38487 5.06531 0.54773
C 0.42503 4.94616 -0.56457
C 1.46235 4.01628 -0.58281
N 2.25792 3.87857 -1.70908
S 3.54483 2.83218 -1.91217
O 4.47311 2.94490 -0.82780
O 3.99943 3.10594 -3.24271
C 2.76045 1.22970 -1.85088
C 3.23679 0.26696 -0.98361
C 2.61718 -0.96924 -0.93908
C 1.52591 -1.24488 -1.75731
C 0.82373 -2.56512 -1.66291
C -0.22485 -2.52832 -0.54646
C -0.93304 -3.87117 -0.43042
O -0.65644 -4.82858 -1.12768
N -1.89614 -3.93290 0.50984
C -2.35211 -2.85935 1.36902
C -3.36620 -3.53009 2.29701
C -3.92308 -4.66187 1.43544
C -2.68335 -5.14299 0.69155
C 1.06913 -0.26001 -2.62809
C 1.68645 0.97705 -2.68038
C 1.66887 3.21396 0.53453
C 0.84952 3.34469 1.64011
H -2.06914 4.70668 2.59915
H -1.10088 3.48980 3.44553
H -0.65684 5.19267 3.53260
H -1.18266 5.79424 0.54553
H 0.26012 5.57663 -1.42658
H 2.10445 4.51189 -2.47494
H 4.08462 0.50286 -0.35954
H 2.98492 -1.73133 -0.26784
H 0.32640 -2.80706 -2.60248
H 1.53265 -3.36502 -1.44639
H -0.96216 -1.74800 -0.74983
H 0.25513 -2.29297 0.40647
H -1.52146 -2.41247 1.92206
H -2.83077 -2.07101 0.77392
H -4.13278 -2.83717 2.63703
H -2.85771 -3.94380 3.16833
H -4.38625 -5.45058 2.02328
H -4.65770 -4.27071 0.73080
H -2.89362 -5.59266 -0.28023
H -2.11651 -5.86751 1.28739
H 0.22761 -0.46871 -3.27218
H 1.34983 1.74532 -3.35829
H 2.48512 2.51156 0.53844
H 1.02583 2.71728 2.50205
```

Computed properties:
gap between HOMO and LUMO: 8.8 eV
SMILES: Cc1ccc(NS(=O)(=O)c2ccc(CCC(=O)N3CCCC3)cc2)cc1
E: -1509.95858 a.u.
E_HOMO: -8.4 eV
multiplicity: 1

These are the Löwdin partial charges, in e, on atoms 1 to 4: atom 1 (C): -0.06, atom 2 (C): -0.29, atom 3 (C): -0.05, atom 4 (C): -0.02

Record 5
# C24H78N6O12

A 12-piece molecular cluster, C24H78N6O12 overall in a non-equilibrium geometry (ωB97M-V/def2-TZVPD, the OMol25 dataset).

Geometry as XYZ:
```
120
Properties=species:S:1:pos:R:3
C -24.75106 -23.18151 -10.03377
O -25.23548 -22.75219 -8.80761
C -26.58241 -22.23752 -8.95430
C -27.13589 -21.81833 -7.63013
C -27.11001 -23.04303 -6.68961
N -28.53321 -21.26670 -7.81418
H -23.81806 -23.71970 -9.84926
H -24.40876 -22.28888 -10.57795
H -25.47022 -23.79230 -10.57014
H -26.68150 -21.48986 -9.76046
H -27.12465 -23.12940 -9.34382
H -26.53244 -21.03678 -7.16823
H -26.09006 -23.21289 -6.31544
H -27.44035 -23.94724 -7.20295
H -27.67425 -22.89537 -5.76165
H -29.14635 -21.94576 -8.29902
H -28.94486 -21.42280 -6.87866
C -23.49614 -16.26746 -17.19810
O -23.94241 -17.07001 -16.12691
C -23.14401 -17.09494 -15.06072
C -21.79719 -17.80500 -15.21540
C -21.78095 -18.89626 -16.33828
N -21.40207 -18.41709 -13.91503
H -23.22097 -15.25617 -16.83284
H -24.27087 -16.21928 -17.94303
H -22.53712 -16.62518 -17.60865
H -22.94833 -16.11279 -14.59726
H -23.74465 -17.64128 -14.31716
H -21.08724 -17.03853 -15.57392
H -20.76058 -19.27571 -16.43461
H -22.03405 -18.50208 -17.32572
H -22.43987 -19.72604 -16.08427
H -20.63204 -19.05846 -14.04193
H -22.17561 -18.98688 -13.57390
C -20.40996 -18.17867 -8.60510
O -20.09498 -18.29509 -9.94206
C -20.23073 -17.09606 -10.73791
C -19.01182 -16.89036 -11.57254
C -17.82670 -16.49561 -10.78415
N -19.25231 -15.93293 -12.66442
H -19.65723 -17.62319 -8.04643
H -20.62056 -19.17924 -8.22761
H -21.39187 -17.67867 -8.46772
H -21.17045 -17.22547 -11.28969
H -20.40459 -16.24178 -10.05407
H -18.87715 -17.83986 -12.10335
H -18.02832 -15.56831 -10.23143
H -16.98486 -16.33083 -11.45335
H -17.52413 -17.21331 -10.01900
H -19.99940 -16.35116 -13.23411
H -19.69091 -15.07849 -12.30057
C -28.61755 -15.08003 -7.37641
O -27.67808 -15.47225 -8.33561
C -26.71248 -16.36521 -7.78602
C -25.88465 -16.94809 -8.88999
C -24.66671 -17.77841 -8.41894
N -25.34623 -15.85384 -9.83400
H -29.44440 -14.53503 -7.84706
H -28.18058 -14.35171 -6.67460
H -29.06830 -15.95835 -6.89359
H -26.09621 -15.85117 -7.02144
H -27.26945 -17.15838 -7.25885
H -26.49629 -17.54681 -9.59363
H -24.82461 -18.19478 -7.41938
H -23.69769 -17.29571 -8.45956
H -24.62924 -18.68582 -9.04558
H -24.73019 -16.31323 -10.51050
H -26.07805 -15.44186 -10.41709
C -26.03683 -19.67765 -12.85538
O -26.70520 -20.83447 -12.47879
C -27.81210 -21.11982 -13.23760
C -28.92051 -20.15242 -13.03727
C -29.24028 -20.03750 -11.53628
N -30.09294 -20.56629 -13.84231
H -25.71676 -19.69280 -13.91120
H -25.14219 -19.67216 -12.23755
H -26.66929 -18.78837 -12.76427
H -27.55667 -21.21340 -14.30148
H -28.13916 -22.11326 -12.91843
H -28.58567 -19.16445 -13.37086
H -30.24284 -19.63053 -11.42599
H -28.51438 -19.44029 -10.97369
H -29.13756 -21.00265 -11.01773
H -30.80209 -19.83144 -13.78385
H -30.55748 -21.33804 -13.34494
C -19.94482 -27.08479 -14.19461
O -20.07604 -25.81008 -14.78718
C -19.67118 -24.77757 -13.94145
C -20.71455 -24.45324 -12.87042
C -22.12316 -24.71891 -13.19855
N -20.47266 -23.15344 -12.23401
H -20.27912 -27.09296 -13.16015
H -18.93247 -27.47548 -14.31614
H -20.61674 -27.73130 -14.76752
H -18.71258 -24.99338 -13.46139
H -19.55825 -23.87595 -14.55883
H -20.45437 -25.22267 -12.09867
H -22.32401 -25.76305 -13.42745
H -22.42136 -24.20686 -14.12726
H -22.77280 -24.38331 -12.38806
H -19.53916 -23.00020 -11.87758
H -21.11258 -22.90722 -11.49210
O -22.57660 -21.34691 -13.23329
H -23.47347 -21.72091 -13.25880
H -21.95536 -22.13066 -13.20289
O -22.76528 -20.29641 -10.20174
H -22.38491 -20.49099 -11.08950
H -23.25347 -19.46070 -10.31818
O -23.00144 -16.48112 -11.48500
H -22.67201 -16.95917 -12.27325
H -22.99892 -15.54390 -11.74056
O -23.45716 -21.00175 -7.43856
H -23.52316 -20.36474 -8.16757
H -24.15892 -21.66585 -7.65358
O -19.47216 -21.07954 -10.18346
H -19.86290 -20.17429 -10.20457
H -20.19177 -21.66240 -9.78743
O -21.35483 -22.75941 -8.98254
H -21.56169 -23.50653 -8.40409
H -22.17824 -22.21187 -8.99199
```

Computed properties:
gap between HOMO and LUMO: 9.4 eV
SMILES: COC[C@H](C)N.COC[C@H](C)N.COC[C@H](C)N.COC[C@H](C)N.COC[C@H](C)N.COC[C@H](C)N.O.O.O.O.O.O
E: -2192.46412 a.u.
E_HOMO: -8.9 eV
multiplicity: 1

These are the Löwdin partial charges, in e, on atoms 1 to 4: atom 1 (C): -0.12, atom 2 (O): -0.22, atom 3 (C): -0.19, atom 4 (C): -0.41

Number 5 is which compound? C24H78N6O12

Which formula does entry 1 have? C3H30N2O14